[1]
Here is a 3-piece molecular cluster, C26H42F7O7P overall in a non-equilibrium geometry from the Open Molecules 2025 dataset. Energies are from ωB97M-V with the def2-TZVPD basis set.

Computed properties:
Energy relative to the best compared isomer or geometry (same formula, charge and spin)   0.0 kcal per mole
Kohn-Sham gap   9.12 eV
E_LUMO   0.6362 eV
HOMO   -8.48 eV

Geometry (Å):
C 1.78481 0.96617 2.70772
C 0.35434 0.52916 2.34672
C -0.13861 0.99444 0.97012
F -1.16043 1.95501 1.12710
P -0.66728 -0.38882 -0.24022
C -2.08370 -0.81117 0.86915
C -3.52968 -0.57491 0.33924
C -3.71814 0.46730 -0.76058
O -3.63106 -0.03484 -2.07879
C -4.79237 -0.70105 -2.48847
C 1.08103 -1.02811 -0.18848
C 1.61726 -1.43071 -1.57599
C 3.13166 -1.38655 -1.56729
C 3.86775 -2.47976 -1.10973
C 5.26033 -2.42421 -1.12776
C 5.92008 -1.29144 -1.60512
C 5.19203 -0.19058 -2.04814
C 3.79962 -0.24888 -2.03225
O -1.11144 -1.52196 -1.45419
C -1.63127 -2.79136 -1.20931
C -0.87052 -3.74363 -0.27779
C -1.86948 -4.81343 0.19637
O 0.23368 -4.37050 -0.90774
H 2.28116 1.49082 1.89830
H 2.39197 0.08423 2.90341
H 1.80529 1.55957 3.61347
H -0.32556 0.97517 3.06893
H 0.23838 -0.54940 2.43505
H 0.68127 1.55478 0.51624
H -0.87305 0.62006 -1.19285
H -2.03733 -0.20618 1.76602
H -2.04197 -1.82853 1.25045
H -3.99575 -1.50473 0.02792
H -4.11932 -0.21836 1.17896
H -4.72284 0.89023 -0.63792
H -3.04150 1.30582 -0.64154
H -5.57823 -0.00854 -2.80332
H -4.53099 -1.31592 -3.34465
H -5.20524 -1.36401 -1.72561
H 1.17517 -1.88633 0.47285
H 1.77430 -0.27649 0.17798
H 1.32386 -2.43798 -1.84061
H 1.28607 -0.72344 -2.32720
H 3.35700 -3.35955 -0.74864
H 5.83498 -3.27408 -0.79181
H 6.99836 -1.25040 -1.64078
H 5.68976 0.68805 -2.42204
H 3.22180 0.59157 -2.38891
H -2.67685 -2.79210 -0.89609
H -1.65438 -3.30974 -2.17547
H -0.52203 -3.24269 0.61773
H -1.35418 -5.72635 0.46907
H -2.49605 -4.44720 1.00450
H -2.54070 -5.05990 -0.62994
H -0.08294 -4.74819 -1.73206
C 7.25109 5.76737 -4.29465
C 8.42421 5.05945 -3.65238
O 8.13934 4.67889 -2.29066
C 7.36731 3.61747 -2.13131
O 6.89589 2.93395 -2.99146
C 7.17243 3.33682 -0.63116
F 6.81886 4.44596 0.02827
F 8.31361 2.88292 -0.09533
F 6.22960 2.42063 -0.45330
H 6.95652 6.63161 -3.69848
H 7.52040 6.10398 -5.29494
H 6.38708 5.10992 -4.37520
H 9.27994 5.72707 -3.58570
H 8.72910 4.18049 -4.21932
C -6.73334 1.32893 5.61382
C -8.00248 0.61388 5.20404
O -8.02835 0.33940 3.78817
C -7.28420 -0.67334 3.37673
O -6.60815 -1.39321 4.04909
C -7.43188 -0.83481 1.85383
F -7.26491 0.33441 1.22394
F -8.65098 -1.29820 1.55081
F -6.52910 -1.69088 1.38681
H -6.60857 2.24378 5.03369
H -6.77414 1.58493 6.67171
H -5.85572 0.70709 5.44525
H -8.86898 1.24539 5.38491
H -8.14369 -0.31419 5.75691


[2]
Here is one molecule with the formula C4N2 in a non-equilibrium geometry from the Open Molecules 2025 dataset. Energies are from ωB97M-V with the def2-TZVPD basis set.

Computed properties:
Energy relative to the best compared isomer or geometry (same formula, charge and spin)   30.0 kcal per mole
Kohn-Sham gap   9.96 eV
E_LUMO   -1.5942 eV
HOMO   -11.55 eV

Geometry (Å):
N 2.71121 0.24088 1.65767
C 1.75998 0.28744 1.00487
C 0.49362 0.08147 0.24554
C -0.63527 0.12633 -0.21042
C -1.66508 -0.48013 -1.01393
N -2.67114 -0.25383 -1.68000


[3]
Here is a 2-piece molecular cluster, C2H5BrN2O3 overall in a non-equilibrium geometry from the Open Molecules 2025 dataset. Energies are from ωB97M-V with the def2-TZVPD basis set.

Computed properties:
Energy relative to the best compared isomer or geometry (same formula, charge and spin)   61.3 kcal per mole
Kohn-Sham gap   9.38 eV
E_LUMO   0.1291 eV
HOMO   -9.25 eV

Geometry (Å):
C -1.02013 -0.36038 -0.02146
C 2.55589 0.30331 -1.11905
N 0.10092 0.57001 0.13822
N -0.18992 1.75952 0.17986
O -1.23502 2.33417 0.12410
O 0.88875 2.63723 0.28625
O 1.87463 -0.55418 -1.73238
Br 3.19088 -0.15091 0.61897
H -2.00342 0.17693 0.06460
H -1.01785 -0.98453 -0.93968
H -0.90465 -1.12426 0.76854
H 1.57986 1.94865 0.54193
H 1.82095 -1.55638 -1.48814


[4]
Here is a 2-piece molecular cluster, C3H3NO2 overall in a non-equilibrium geometry from the Open Molecules 2025 dataset. Energies are from ωB97M-V with the def2-TZVPD basis set.

Computed properties:
Energy relative to the best compared isomer or geometry (same formula, charge and spin)   37.5 kcal per mole
Kohn-Sham gap   11.03 eV
E_LUMO   0.7001 eV
HOMO   -10.33 eV

Geometry (Å):
C -0.85804 -1.31838 -0.48007
C -1.39693 1.65857 -0.07402
C 1.15892 -0.06921 0.12200
N -0.16981 -0.50311 0.01192
O -1.23935 2.18903 0.91373
O -1.67874 -2.08941 -0.78394
H 1.74431 -0.82778 0.43475
H 1.06055 0.75228 0.81350
H 1.37908 0.20802 -0.95785


[5]
Here is C17H24FeN3O6S2 as an isolated structure from the Open Molecules 2025 dataset. Energies are from ωB97M-V with the def2-TZVPD basis set.

Computed properties:
<S²>   8.78
2S+1   6
Kohn-Sham gap (alpha / beta)   8.42 / 5.14 eV
E_LUMO (alpha / beta)   -5.1919 / -8.4763 eV
HOMO (alpha / beta)   -13.61 / -13.62 eV
Net charge   +2

Geometry (Å):
Fe 0.30953 1.20288 -0.24677
C -0.98872 3.19584 1.47487
C -1.20172 1.95335 2.31769
O -0.39875 0.89704 1.75177
C -0.97635 -0.42547 1.79590
C -1.94320 -0.59533 0.64253
O -1.21212 -0.24929 -0.54479
C -2.00162 -0.06049 -1.72798
C -1.08638 0.58846 -2.74604
O -0.47785 1.76073 -2.16843
C -1.28053 2.96007 -2.20813
C -1.02776 3.73002 -0.92730
O -1.12777 2.75438 0.11760
H 0.00975 3.61735 1.62530
H -1.73589 3.95584 1.70745
H -2.25257 1.66092 2.30231
H -0.89237 2.12423 3.34866
H -1.45660 -0.60421 2.75774
H -0.13828 -1.11457 1.68626
H -2.80675 0.07110 0.72848
H -2.29092 -1.62819 0.57992
H -2.85654 0.57719 -1.48391
H -2.37146 -1.02084 -2.09259
H -1.61789 0.84060 -3.66351
H -0.25759 -0.07360 -2.99795
H -2.33440 2.68869 -2.28316
H -0.99927 3.54917 -3.08077
H -1.77396 4.51426 -0.79233
H -0.03058 4.18032 -0.91748
N -1.43093 -5.43015 1.16089
C -0.49574 -4.52850 0.79583
C -0.59436 -3.85063 -0.44080
C 0.37428 -2.95579 -0.82238
C 1.45000 -2.68594 0.02817
C 1.56643 -3.35067 1.25202
C 0.60088 -4.24968 1.63625
S 2.72933 -1.66281 -0.50194
O 3.80943 -1.67868 0.43719
O 2.95258 -1.77024 -1.90536
N 2.04665 -0.07725 -0.32963
C 2.87057 0.92706 -0.20928
S 4.61005 1.00960 -0.12403
C 4.49017 2.69470 -0.01242
C 3.16563 3.12812 -0.01014
N 2.26546 2.16129 -0.11815
H -2.15216 -5.71465 0.52240
H -1.31599 -5.97935 1.99437
H -1.41172 -4.08624 -1.11133
H 0.32843 -2.49321 -1.80091
H 2.42126 -3.16206 1.88768
H 0.70006 -4.77563 2.57694
H 5.36901 3.31669 0.06523
H 2.86926 4.16356 0.07407


For reference, calculated total energy by record: -2582.9531; -261.7907; -2988.2186; -321.3179; -3337.4301 a.u..